Record 1
A molecular structure, C27H36AsCdGeN8O6S, computed with ωB97M-V/def2-TZVPD.

Properties
- Energy relative to the best compared isomer or geometry (same formula, charge and spin): 0.0 kcal/mol
- HOMO level: -5.78 eV
- Orbital gap: 7.75 eV
- E: -185546.040 eV

The geometry in ORCA input format:
```
! RIJCOSX wB97M-V def2-TZVPD def2/J DEFGRID3
* xyz -1 1
Cd 1.19822 -1.58842 1.39737
C -1.62825 -3.00550 -3.11925
N -0.59814 -2.17459 -2.54524
C -0.65204 -1.46587 -1.41654
N 0.44337 -0.73709 -1.28926
C 1.14663 -1.05799 -2.40645
N 0.55136 -1.91533 -3.20340
C -2.43860 -2.24381 -4.14676
C -3.29144 -2.89880 -5.02855
C -4.03264 -2.18296 -5.96108
C -3.92859 -0.80263 -6.04100
C -3.07012 -0.14589 -5.16727
C -2.33982 -0.86522 -4.22823
C -2.87976 1.30233 -5.21498
N -3.27731 2.18536 -6.06545
N -2.75376 3.40587 -5.63857
C -2.08218 3.15586 -4.56860
O -2.12481 1.84838 -4.23285
C -1.29505 4.03431 -3.70457
C -0.95074 5.31979 -4.10995
C -0.17049 6.10201 -3.27523
C 0.26090 5.61186 -2.04828
C -0.08803 4.33212 -1.63739
C 0.38505 3.78418 -0.30719
N -0.60652 2.93917 0.31678
C -0.73088 1.60128 0.27499
N -1.87132 1.23696 0.82446
C -2.42077 2.42362 1.18534
N -1.70255 3.48498 0.88922
C -0.86886 3.54986 -2.47332
H -2.23389 -3.36314 -2.28570
H -1.14957 -3.87366 -3.57017
H -1.46376 -1.53844 -0.70925
H 2.12302 -0.65882 -2.62800
H -3.37693 -3.97863 -4.98738
H -4.69287 -2.71017 -6.63771
H -4.49100 -0.23591 -6.77075
H -1.66681 -0.33632 -3.56909
H -1.29070 5.68476 -5.06971
H 0.10466 7.10352 -3.57950
H 0.86341 6.23736 -1.39967
H 0.60881 4.60107 0.37800
H 1.29172 3.18898 -0.43113
H 0.01669 0.94795 -0.15476
H -3.37496 2.50707 1.67984
H -1.15310 2.55126 -2.16778
O -1.42605 -3.90876 -0.25537
S -0.47092 -3.87658 0.85053
O -0.42513 -5.13910 1.57819
O -0.79856 -2.72631 1.78848
O 0.91446 -3.50756 0.33935
C 1.45350 -2.65403 6.48333
As 0.68426 -2.82739 4.71725
C 0.20041 -4.66960 4.56774
C -0.91517 -1.76603 4.75823
O 1.80309 -2.29962 3.61517
H 0.77224 -3.04610 7.23846
H 1.66551 -1.60578 6.68573
H 2.38600 -3.21614 6.50077
H -0.54867 -4.89702 5.32721
H 1.09553 -5.26751 4.73530
H -0.18716 -4.85045 3.55964
H -1.54311 -2.08005 5.59205
H -1.42144 -1.90957 3.80473
H -0.62721 -0.72200 4.87878
C 4.60628 2.07151 2.43494
Ge 3.52170 0.48011 2.89012
C 3.00084 0.69022 4.77169
C 4.71740 -1.07303 2.71582
C 1.95425 0.40404 1.75580
H 5.49667 2.14086 3.06368
H 4.02115 2.98437 2.56473
H 4.92833 2.02006 1.39265
H 3.87584 0.74385 5.42239
H 2.39770 -0.16980 5.05917
H 2.41130 1.59930 4.90649
H 5.63865 -0.80284 2.19601
H 4.22320 -1.87549 2.16916
H 4.97489 -1.46481 3.70072
H 2.16819 0.88553 0.79623
H 1.15451 0.97491 2.23883
*
```

---

Record 2
2 unconnected molecules or ions with the total composition C27H36BN4O, computed with ωB97M-V/def2-TZVPD.

Properties
- HOMO level: -11.02 eV
- Orbital gap: 6.34 eV
- E: -37260.536 eV

The geometry in ORCA input format:
```
! RIJCOSX wB97M-V def2-TZVPD def2/J DEFGRID3
* xyz 1 1
C 1.97249 5.26743 7.80335
N 1.50390 3.93676 7.49688
C 2.39587 2.92595 7.26275
O 3.61639 3.05363 7.23885
C 1.57689 1.65650 7.00788
C 1.89830 0.58893 8.03178
C 3.30339 0.07369 7.84504
C 4.20669 0.16995 8.91674
C 5.53611 -0.20904 8.73435
C 5.95991 -0.64645 7.47868
C 5.05984 -0.77422 6.40225
C 3.72651 -0.39683 6.60037
N 0.19893 2.11351 7.09916
C -0.84134 1.26041 6.88652
C -2.19298 1.54700 7.11884
C -3.29870 0.73255 6.87799
C -4.67664 1.15156 7.06303
C -5.82118 0.31464 6.90286
C -7.11804 0.78170 7.14833
C -7.35042 2.10245 7.55591
C -6.25179 2.94724 7.69498
C -4.96296 2.49957 7.43034
C 0.09540 3.54119 7.52036
C -0.44950 3.64672 8.95326
C -0.68155 4.34509 6.46640
H 3.06065 5.27309 7.72831
H 1.53219 5.99036 7.10996
H 1.66853 5.57486 8.80993
H 1.80502 1.32322 5.98004
H 1.75721 1.00033 9.04453
H 1.16735 -0.22018 7.92446
H 3.86251 0.58272 9.86377
H 6.23303 -0.14295 9.58029
H 7.01131 -0.86966 7.32090
H 5.39672 -1.13878 5.42908
H 3.02318 -0.42390 5.75733
H -0.56560 0.26998 6.52310
H -2.37618 2.52713 7.54657
H -3.10881 -0.26103 6.46427
H -5.68554 -0.71853 6.58760
H -7.97432 0.12608 7.03576
H -8.36330 2.45596 7.76494
H -6.39989 3.97821 8.01484
H -4.13980 3.20621 7.49852
H 0.22707 3.11788 9.63897
H -0.53784 4.69144 9.26210
H -1.43387 3.19283 9.06259
H -0.14384 4.25632 5.51107
H -1.68370 3.94399 6.32022
H -0.77054 5.39837 6.74432
H -3.76817 -1.88660 6.56049
B -3.87437 -3.09788 6.11140
H -5.05004 -3.36460 5.87448
H -3.11374 -3.24795 5.15832
C -3.40967 -4.10917 7.18646
N -3.44331 -5.46099 7.36415
C -3.90956 -6.51388 6.47212
C -2.90807 -5.77585 8.59796
C -2.52598 -4.60230 9.18157
N -2.83602 -3.58956 8.31249
C -2.53310 -2.18470 8.59660
H -3.81278 -7.45874 7.01617
H -4.96049 -6.38713 6.19105
H -3.30007 -6.58770 5.56332
H -2.84052 -6.79433 8.94892
H -2.05072 -4.44285 10.14002
H -2.02619 -2.13161 9.56989
H -1.87484 -1.74578 7.83255
H -3.43488 -1.55718 8.64127
*
```

---

Record 3
A molecular structure, C27H36CaF6NO25S2, computed with ωB97M-V/def2-TZVPD.

Properties
- Energy relative to the best compared isomer or geometry (same formula, charge and spin): 0.0 kcal/mol
- HOMO level: -11.39 eV
- Orbital gap: 9.67 eV
- E: -137673.716 eV

The geometry in ORCA input format:
```
! RIJCOSX wB97M-V def2-TZVPD def2/J DEFGRID3
* xyz 1 1
Ca -0.37676 -0.76006 -0.05360
C -0.60316 -4.23827 2.81833
F 0.68529 -4.49738 2.79820
F -1.30221 -5.30316 3.17632
F -0.84078 -3.31062 3.73826
S -1.33037 -3.67381 1.14753
O -1.98720 -4.82242 0.56883
O -2.19499 -2.58852 1.53701
N -0.07166 -2.98306 0.21810
S 0.50380 -4.23979 -0.51475
O 0.79515 -5.38065 0.33162
O -0.13996 -4.49173 -1.77614
C 2.27563 -3.66265 -1.01913
F 2.94582 -3.31492 0.07562
F 2.92033 -4.59141 -1.71114
F 2.18404 -2.59210 -1.81916
C -5.70166 -1.83518 -0.70828
C -5.38101 -3.09850 -1.51705
O -3.94531 -3.00626 -1.71004
C -3.52975 -1.81905 -1.27825
O -2.41762 -1.40338 -1.41000
O -4.42701 -1.23414 -0.47723
H -6.10616 -2.12258 0.25838
H -6.31446 -1.12951 -1.26720
H -5.76832 -3.18267 -2.52956
H -5.70765 -3.96346 -0.94406
C -0.59621 4.52744 2.09264
C -0.68763 3.79126 3.42164
O -0.42498 2.44174 2.99602
C 0.11101 2.42189 1.77417
O 0.33323 1.46094 1.11650
O 0.28107 3.67879 1.33646
H -0.10811 5.49459 2.18252
H -1.57416 4.67089 1.63261
H -1.69914 3.77719 3.81197
H 0.07488 4.19471 4.08345
C 1.28169 -1.43385 -5.91908
C -0.27413 -1.36315 -6.06467
O -0.71837 -1.31083 -4.71133
C 0.30424 -1.19245 -3.86612
O 0.21484 -1.06342 -2.69243
O 1.46087 -1.12664 -4.54278
H 1.78918 -0.71970 -6.55882
H 1.58827 -2.45426 -6.13823
H -0.61779 -2.29996 -6.49047
H -0.58746 -0.45359 -6.56812
C 6.39783 -0.98405 -0.37768
C 5.32052 0.07063 -0.64969
C 4.95390 0.16727 -2.14334
O 3.53607 0.23394 -2.10035
C 3.07974 0.00960 -0.89272
O 1.93068 -0.04094 -0.56087
O 4.08483 -0.34411 -0.08407
H 7.28573 -0.76047 -0.97329
H 6.07542 -1.96674 -0.73209
H 6.69067 -1.10336 0.66258
H 5.70456 1.00253 -0.23031
H 5.37051 -0.68663 -2.67519
H 5.36564 1.08262 -2.56279
C 4.85601 -1.91618 3.08522
C 3.39776 -2.00990 3.55596
C 2.95241 -0.94827 4.56333
O 1.59110 -0.76305 4.27381
C 1.37871 -1.17063 3.00242
O 0.35410 -1.04400 2.40663
O 2.51767 -1.65762 2.47943
H 5.53554 -2.24255 3.86723
H 5.06172 -0.87621 2.82124
H 4.96522 -2.45072 2.14341
H 3.17775 -2.97502 4.01917
H 3.52855 -0.03475 4.36503
H 3.13791 -1.20961 5.60379
C -0.97845 5.59480 -1.69392
C -0.43207 4.38976 -2.43725
C 0.98465 3.90729 -2.10000
O 0.81424 2.56654 -1.78402
C -0.49323 2.23818 -1.63569
O -0.87846 1.18211 -1.27413
O -1.22035 3.26497 -2.06371
H -1.00062 5.36540 -0.62643
H -2.00935 5.74850 -2.00525
H -0.30559 6.43791 -1.84651
H -0.54434 4.56879 -3.50831
H 1.57364 4.46845 -1.36959
H 1.55807 4.03690 -3.02544
C -5.42942 3.47084 1.12041
C -4.42468 2.68680 1.91185
C -4.94637 1.51214 2.69878
O -3.82613 0.63578 2.69488
C -3.08047 0.92562 1.60466
O -2.25269 0.22405 1.12719
O -3.37204 2.15110 1.10486
H -6.02603 4.14259 1.75025
H -6.21471 2.88160 0.64704
H -4.94069 4.20382 0.47775
H -3.94223 3.38582 2.60725
H -5.82133 1.00897 2.26924
H -5.35725 1.82321 3.66069
*
```